No. 1
# C56H53BrF5O2PS

A cluster of 6 separate species, C56H53BrF5O2PS in total at a distorted geometry (ωB97M-V with the def2-TZVPD basis set, the OMol25 dataset).

Properties
Strongest force on any atom = 0.05283 hartree/bohr
LUMO = -0.037 hartree
HOMO level = -8.03 eV
E_tot = -166774.7122 eV
Kohn-Sham gap = 7.026 eV
ΔE to the lowest compared entry with this formula, charge and spin = 301.7 kJ/mol
Structure (SMILES) = C=Cc1c2c(cc(Br)c1P(C)CC)C(=O)C(CCCS)=C(Cc1ccccc1C)C2=O.Fc1ccccc1.Fc1ccccc1.Fc1ccccc1.Fc1ccccc1.Fc1ccccc1

```
! RIJCOSX wB97M-V def2-TZVPD def2/J DEFGRID3
* xyz 0 1
C -2.42437 -0.23287 5.17657
C -3.13400 -0.09910 4.00647
C -3.18800 -1.10237 2.84160
C -2.04906 -1.17385 1.91247
C -2.02378 -2.14532 0.79348
C -3.16780 -3.01691 0.58384
C -4.27894 -2.93000 1.50756
Br -5.80264 -4.13772 1.20095
C -4.34474 -1.99910 2.66280
P -5.86513 -2.12421 3.73779
C -5.37573 -3.40421 5.05691
C -6.26760 -0.50698 4.62079
C -5.80490 -0.62755 6.14608
C -0.74987 -2.18908 -0.12027
O -0.80944 -2.43227 -1.30257
C 0.59282 -1.88060 0.62505
C 1.85097 -2.67644 0.15765
C 3.01736 -1.79502 -0.43544
C 3.78370 -2.66461 -1.53639
S 4.40660 -4.23655 -0.75183
C 0.58969 -0.94995 1.62329
C 1.88534 -0.53695 2.40028
C 2.33744 -1.52394 3.52044
C 3.34429 -2.55327 3.23246
C 3.79514 -3.49402 4.26041
C 3.28613 -3.42722 5.62579
C 2.29603 -2.40384 5.92041
C 1.83647 -1.46624 4.89730
C 0.78198 -0.40371 5.32992
C -0.79424 -0.24369 2.02398
O -0.85677 0.92945 2.35233
H -1.71338 0.58628 5.46303
H -2.55693 -1.07827 5.90432
H -3.70170 0.86247 3.86308
H -3.14804 -3.72662 -0.26929
H -6.28332 -3.53180 5.69966
H -4.45704 -3.11016 5.61702
H -5.24754 -4.36486 4.48180
H -7.38126 -0.35797 4.65537
H -5.76973 0.39308 4.16279
H -5.87506 0.36551 6.67994
H -4.74744 -0.96332 6.25359
H -6.44382 -1.35527 6.71776
H 1.50963 -3.36859 -0.66708
H 2.18674 -3.36271 0.98509
H 2.67122 -0.84319 -0.91004
H 3.77771 -1.54196 0.35068
H 3.03389 -2.92063 -2.32714
H 4.63448 -2.09280 -1.98094
H 4.98355 -3.91223 0.44790
H 2.73822 -0.30481 1.70649
H 1.66021 0.44444 2.90977
H 3.76998 -2.66055 2.20901
H 4.55736 -4.25240 3.97574
H 3.64785 -4.14463 6.40349
H 1.87556 -2.33079 6.94686
H 0.01576 -0.89792 5.98568
H 0.32814 0.07208 4.42369
H 1.27082 0.39693 5.94217
F 3.59817 2.53393 3.44719
C 3.32356 3.45502 2.50817
C 4.34817 4.22502 1.98928
C 4.06044 5.17217 1.01634
C 2.75218 5.34321 0.58090
C 1.73072 4.56512 1.11238
C 2.01534 3.60895 2.08057
H 5.36055 4.08131 2.34655
H 4.85606 5.77660 0.59725
H 2.52826 6.08486 -0.17632
H 0.71263 4.70245 0.77298
H 1.24080 2.97940 2.50330
F 0.28108 5.32953 -1.42317
C 0.00459 6.24996 -2.36622
C 1.03061 7.01977 -2.88298
C 0.74500 7.96576 -3.85954
C -0.56289 8.13697 -4.29874
C -1.58469 7.36003 -3.76722
C -1.29968 6.40615 -2.79866
H 2.04207 6.87734 -2.52253
H 1.54168 8.56943 -4.27750
H -0.78412 8.87648 -5.05530
H -2.60398 7.49725 -4.10738
H -2.08176 5.78539 -2.37926
F -2.12210 8.38105 -6.76893
C -2.39941 9.30024 -7.71188
C -1.37336 10.06923 -8.23016
C -1.65905 11.01449 -9.20682
C -2.96716 11.18618 -9.64500
C -3.98919 10.40984 -9.11191
C -3.70389 9.45665 -8.14303
H -0.36173 9.92647 -7.87035
H -0.86251 11.61741 -9.62571
H -3.18931 11.92711 -10.40407
H -5.00890 10.54701 -9.45100
H -4.48589 8.83663 -7.72252
F 3.42440 -6.25298 2.61618
C 3.16774 -7.33607 1.86017
C 2.65094 -7.16709 0.58923
C 2.39072 -8.28441 -0.19344
C 2.64056 -9.55685 0.30861
C 3.15568 -9.71251 1.59006
C 3.42665 -8.59539 2.36986
H 2.45545 -6.16887 0.21846
H 1.99290 -8.16349 -1.19389
H 2.43306 -10.42837 -0.30145
H 3.34639 -10.70431 1.98220
H 3.83635 -8.69680 3.36730
F 0.67747 -6.00734 -7.38539
C 0.41229 -5.28687 -6.28095
C -0.87755 -5.26023 -5.78257
C -1.14983 -4.51977 -4.63885
C -0.13281 -3.80660 -4.01294
C 1.15770 -3.83924 -4.52891
C 1.43457 -4.58777 -5.66639
H -1.65867 -5.81514 -6.28764
H -2.15507 -4.49783 -4.23528
H -0.34965 -3.22563 -3.12177
H 1.94951 -3.28093 -4.04541
H 2.43610 -4.63110 -6.07655
*
```

---

No. 2
# H80O40

A cluster of 40 separate species, H80O40 in total at a distorted geometry (ωB97M-V with the def2-TZVPD basis set, the OMol25 dataset).

Properties
Strongest force on any atom = 0.18509 hartree/bohr
LUMO = -0.020 hartree
HOMO level = -9.11 eV
E_tot = -83192.3328 eV
Kohn-Sham gap = 8.574 eV
ΔE to the lowest compared entry with this formula, charge and spin = 1300.9 kJ/mol

```
! RIJCOSX wB97M-V def2-TZVPD def2/J DEFGRID3
* xyz 0 1
H -2.01664 3.94416 -0.96305
H -1.39885 4.21748 0.28526
O -1.97175 4.59572 -0.33376
H 3.15473 -0.52200 -2.35415
H 1.78046 -0.26734 -2.83371
O 2.55004 0.19156 -2.29828
H 3.44196 -2.96795 -2.28517
H 4.78020 -2.27312 -2.25600
O 3.87236 -2.11168 -2.24353
H -0.01726 -1.95898 6.15864
H 0.39090 -3.25923 5.38741
O 0.12774 -2.83208 6.14311
H 1.86317 -6.23511 -0.36958
H 1.56453 -4.92496 -1.14750
O 2.15145 -5.69164 -1.03625
H -4.08146 -0.14495 -0.45699
O -3.16943 -0.11643 -0.98968
H 1.31894 2.37072 0.48819
O 2.01586 2.20295 1.18049
H 4.03808 -2.72292 2.32203
H 3.85803 -1.97573 3.70155
O 3.60375 -1.98814 2.80646
H 3.06496 2.25425 2.65954
H 2.38665 0.94158 3.00451
O 3.10985 1.56058 3.25605
H -1.55193 4.87378 -3.07865
H -0.29911 5.60329 -2.86866
O -1.25197 5.79260 -2.89246
H 2.71631 -0.85817 -4.67580
H 1.99161 0.58789 -4.33332
O 1.91143 -0.26974 -4.71294
H 4.99370 -4.60524 -0.47804
O 4.46295 -4.34212 -1.20931
H -4.52367 -2.17344 -2.24914
H -5.77408 -2.28204 -1.85001
O -4.91403 -1.91598 -1.44799
H -2.72392 -1.43462 2.33995
H -1.70459 -2.11546 1.42035
O -2.53615 -2.28417 1.94983
H 2.01705 -5.46926 2.68400
H 2.91478 -4.50206 2.10209
O 2.58186 -5.44351 1.86265
H -2.63645 -2.98047 -4.12217
H -2.61971 -3.98518 -2.89424
O -3.16040 -3.57871 -3.77464
H -0.21133 -1.55449 -5.82949
H -1.30695 -1.13654 -4.95368
O -1.14109 -1.10772 -5.92005
H 0.08512 3.18236 5.78363
H 1.07607 2.13591 6.14127
O 0.42121 2.37150 5.49415
H -2.18393 -1.79208 -2.53043
O -1.80180 -2.01941 -1.68060
H -2.17274 -1.57158 4.61220
H -0.84532 -2.13083 3.90711
O -1.34206 -1.38572 4.14408
H -0.48016 -3.93571 2.47713
O -0.26214 -4.11813 3.36548
H -3.49964 0.57529 4.09355
H -4.98662 0.46376 4.71652
O -4.22283 0.95366 4.59109
H -0.47092 1.67599 -2.15761
H -1.86652 2.49024 -2.45003
O -0.91792 2.51196 -2.31305
H 1.80463 -0.23652 4.24093
H 2.75161 0.58792 5.18368
O 2.16201 -0.20750 5.12765
H 3.84324 2.87065 -1.84085
H 4.55312 2.51099 -3.03915
O 3.86747 3.05289 -2.77946
H -1.98185 1.71134 0.96881
H -1.28536 1.33678 -0.43113
O -1.79984 1.95257 0.09857
H 1.02804 -3.36595 -2.38820
H -0.52076 -2.95494 -2.25326
O 0.08524 -3.56006 -2.65370
H 6.01707 -2.38250 1.40793
H 4.99639 -3.11281 0.50992
O 5.57302 -3.26154 1.26579
H -2.64149 0.96175 2.18214
H -3.99884 1.67782 1.88683
O -3.50428 0.88170 1.75628
H 3.21906 4.38669 -0.39915
H 2.97640 3.83607 0.92692
O 2.58299 4.47619 0.23084
H -4.61913 2.84513 -3.05640
H -4.75802 2.17358 -1.71823
O -4.12946 2.67102 -2.20066
H 3.25689 -0.51335 1.10576
O 2.62095 -0.83104 0.40415
H 1.47300 -2.55319 0.94991
H 1.80219 -3.98954 1.51214
O 1.18345 -3.27491 1.43008
H -2.33150 -1.81115 -0.92269
H -2.43163 0.37119 -0.59013
H -0.45297 -4.90770 3.81295
H 1.62757 2.17312 2.05121
H 3.78239 -5.10113 -1.17731
H 2.88495 -0.80647 -0.47931
O -0.26485 6.48281 -0.61401
H -0.96893 6.82401 -1.10689
H -0.66891 5.61723 -0.46344
O -0.82453 2.96215 2.57363
H -0.36394 2.40425 3.26622
H -1.53838 3.44555 3.12091
O 0.30350 0.44439 2.79634
H 0.80268 -0.20291 2.39205
H -0.14918 0.34195 3.64615
O 0.90246 4.98221 -4.18370
H 1.78497 4.91339 -3.73276
H 0.31053 4.21049 -4.13004
O -4.94752 3.26416 1.59722
H -4.84448 4.06406 2.04108
H -4.75211 3.44150 0.68123
O -2.70396 -0.60159 -3.95714
H -3.50757 -0.45631 -4.59254
H -2.69996 0.15580 -3.36409
O -2.23649 1.32015 -6.07395
H -1.55528 1.85274 -5.86521
H -1.89694 0.41422 -6.24226
*
```

---

Q: Look up the strongest force on any atom of the second one.
A: 0.18509 hartree/bohr